Formula: C31H34N7O4ReS
Source: the OMol25 dataset
Level of theory: wB97M-V/def2-TZVPD

XYZ file:
```
78
Properties=species:S:1:pos:R:3:forces:R:3:mulliken_charge:R:1
Re 0.368 -0.831 -0.298 -0.02 -0.30 -0.11 3.1594
C -2.337 -0.561 1.058 -0.01 0.01 0.02 -1.0732
N -1.847 -1.124 -0.242 0.04 0.02 0.00 -0.1079
C -2.509 -0.297 -1.286 -0.03 -0.03 -0.01 0.0140
C -2.211 -0.521 -2.766 0.02 0.01 -0.01 -1.3290
C -0.816 -0.943 -3.235 -0.03 0.00 -0.02 -1.1695
N 0.336 -0.568 -2.406 0.00 0.01 0.25 -0.3669
C 1.332 -0.053 -3.039 0.05 0.03 -0.03 0.3973
C 2.634 0.247 -2.508 -0.05 -0.02 0.00 0.2982
C 3.535 0.968 -3.310 0.04 0.01 -0.01 -0.9672
C 4.823 1.196 -2.891 -0.03 -0.01 0.00 -0.8656
C 5.248 0.669 -1.667 0.00 0.00 0.00 -0.5393
C 4.391 -0.059 -0.872 0.01 0.00 -0.01 -0.5935
C 3.071 -0.254 -1.276 0.03 -0.02 -0.03 0.7009
O 2.259 -0.951 -0.472 -0.02 0.10 0.00 -0.6564
C -2.309 -2.543 -0.246 0.00 0.00 0.01 -1.1534
C -1.813 -3.462 -1.353 0.00 0.00 0.00 -0.7042
C -0.291 -3.719 -1.359 0.00 -0.02 0.00 -1.1035
N 0.373 -2.984 -0.287 -0.03 0.13 -0.05 -0.3998
C 1.030 -3.666 0.590 0.01 0.01 0.04 0.0365
C 1.639 -3.167 1.783 0.01 -0.02 -0.02 0.5100
C 2.493 -4.024 2.503 0.00 0.00 0.01 -0.7565
C 3.032 -3.642 3.704 0.00 0.00 -0.01 -0.8935
C 2.684 -2.391 4.232 0.00 0.00 0.01 -0.5456
C 1.828 -1.545 3.565 -0.01 0.00 0.00 -0.7162
C 1.299 -1.905 2.315 0.01 0.02 0.02 0.4044
O 0.473 -1.075 1.713 -0.01 -0.01 -0.06 -0.7237
H -3.424 -0.674 1.104 0.00 0.00 0.00 0.5217
H -2.077 0.492 1.128 0.00 0.00 0.00 0.2798
H -1.869 -1.091 1.882 0.00 0.00 0.00 0.3845
H -2.246 0.721 -1.036 0.00 0.01 0.01 -0.8297
H -3.593 -0.381 -1.141 0.00 -0.02 0.00 0.6545
H -2.459 0.434 -3.234 0.02 0.00 0.00 0.5523
H -2.909 -1.246 -3.186 0.00 0.00 0.00 0.4316
H -0.663 -0.543 -4.238 -0.01 0.00 0.00 0.7475
H -0.786 -2.026 -3.339 0.00 -0.01 0.00 0.3760
H 1.199 0.164 -4.097 0.00 0.00 0.00 0.3955
H 3.196 1.346 -4.267 -0.01 0.00 0.00 0.4300
H 5.504 1.766 -3.506 0.00 0.00 0.00 0.4232
H 6.265 0.836 -1.337 0.00 0.00 0.00 0.4403
H 4.703 -0.470 0.078 0.00 0.00 0.00 0.5877
H -3.403 -2.525 -0.266 0.00 0.00 0.00 0.5613
H -2.013 -2.959 0.717 0.00 0.00 0.00 0.5935
H -2.152 -3.120 -2.328 -0.01 0.01 0.00 0.1476
H -2.328 -4.410 -1.184 0.00 0.00 -0.01 0.6228
H 0.157 -3.409 -2.302 0.00 0.00 -0.01 0.3451
H -0.091 -4.787 -1.251 -0.01 0.00 0.00 0.6445
H 1.113 -4.743 0.429 0.00 0.00 0.00 0.3810
H 2.725 -4.998 2.087 0.00 0.00 0.00 0.4340
H 3.699 -4.298 4.244 0.00 0.00 0.00 0.4169
H 3.090 -2.085 5.188 0.00 0.00 0.00 0.4399
H 1.549 -0.584 3.975 0.00 0.00 0.00 0.4697
N -5.687 4.364 0.599 0.00 0.02 0.00 -0.5190
C -4.417 3.943 0.295 0.01 -0.01 0.00 0.9434
C -4.088 3.541 -1.006 0.00 0.00 0.00 -0.9569
C -2.824 3.073 -1.295 0.00 0.01 0.02 -0.1604
C -1.859 2.986 -0.294 0.00 0.00 0.01 -0.3429
C -2.165 3.411 0.997 0.00 0.00 -0.02 -0.1989
C -3.432 3.870 1.289 0.01 0.00 0.01 -0.9588
S -0.233 2.486 -0.756 0.04 -0.07 0.01 1.5754
O -0.329 2.079 -2.131 0.01 -0.04 0.00 -0.6420
O 0.690 3.506 -0.358 -0.02 -0.01 0.00 -0.7876
N 0.238 1.104 0.130 0.04 0.24 0.08 0.6193
C 0.953 1.503 1.327 -0.09 -0.08 -0.15 -0.6177
N 0.229 1.896 2.361 0.01 0.02 0.03 -0.2495
C 0.912 2.263 3.444 0.00 0.02 -0.01 -0.2885
C 2.293 2.230 3.493 -0.01 0.00 0.01 -1.0078
C 2.935 1.778 2.352 -0.01 0.01 -0.03 -0.1439
N 2.270 1.411 1.262 0.04 0.02 0.07 -0.2072
H -6.274 4.660 -0.162 -0.01 0.00 0.00 0.2281
H -5.814 4.885 1.449 -0.01 -0.01 0.00 0.2255
H -4.831 3.612 -1.791 0.00 0.00 0.00 0.3344
H -2.568 2.786 -2.305 -0.01 0.00 -0.01 0.5515
H -1.415 3.368 1.770 0.00 0.01 0.01 0.5310
H -3.667 4.193 2.296 0.00 0.00 0.00 0.3232
H 0.326 2.595 4.294 0.00 0.00 0.00 0.5048
H 2.840 2.540 4.370 0.00 0.00 0.01 0.4498
H 4.016 1.713 2.301 0.00 0.00 0.00 0.4875
```
Positions in Å, forces in eV/Å.

Values from the calculation:
orbital gap (spin up / spin down)	6.81 / 7.03	eV
total energy	-2362.277596	hartree
LUMO level (spin up / spin down)	-3.67 / -3.38	eV
HOMO (spin up / spin down)	-0.38525 / -0.38224	hartree
net charge	+1
spin multiplicity	2

---

Formula: C2H9NS
Source: the OMol25 dataset
Level of theory: wB97M-V/def2-TZVPD

XYZ file:
```
13
Properties=species:S:1:pos:R:3:forces:R:3:mulliken_charge:R:1
S -1.542 3.222 0.142 0.71 0.34 -0.29 -0.1958
H -0.508 4.043 -0.248 -0.63 -0.43 0.23 0.2109
C 0.699 0.107 0.969 1.32 -2.37 0.15 -0.7355
N 0.487 -0.466 -0.513 -2.77 3.83 2.28 -0.2365
C -0.485 -1.608 -0.573 -2.68 0.92 -1.50 -0.6555
H -0.071 -0.105 1.700 -1.18 -0.08 -0.86 0.3239
H 1.488 -0.637 1.462 -0.69 2.45 -1.38 0.3384
H 0.759 1.199 0.886 0.95 -0.51 0.20 0.2980
H 1.406 -0.613 -0.820 1.56 -0.77 -0.91 0.3434
H 0.089 0.420 -1.127 1.12 -2.87 1.98 0.4261
H -0.156 -2.643 -0.579 1.06 0.36 -0.16 0.3160
H -0.931 -1.330 -1.625 -0.09 -1.46 2.29 0.2990
H -1.237 -1.588 0.326 1.30 0.61 -2.03 0.2677
```
Positions in Å, forces in eV/Å.

Values from the calculation:
orbital gap (spin up / spin down)	10.00 / 7.33	eV
total energy	-534.167758	hartree
LUMO level (spin up / spin down)	-3.74 / -5.95	eV
HOMO (spin up / spin down)	-0.50499 / -0.48786	hartree
net charge	+1
spin multiplicity	2

---

Formula: C4H6ClNO
Source: the OMol25 dataset
Level of theory: wB97M-V/def2-TZVPD

XYZ file:
```
13
Properties=species:S:1:pos:R:3:forces:R:3:mulliken_charge:R:1
C -2.473 0.586 0.535 -1.59 0.32 0.74 0.0505
C -1.925 -1.667 1.132 -0.65 -5.77 3.57 -0.5617
C 0.651 0.461 0.387 0.26 1.16 1.28 0.1651
C 0.735 0.596 1.879 -0.51 0.95 -2.01 -1.0021
N -2.143 -0.549 0.649 -0.24 4.73 -2.36 -0.0387
O 0.456 -0.558 -0.199 0.34 -0.25 -0.88 -0.4754
Cl -2.868 1.270 -0.973 0.07 1.60 -1.58 -0.0998
H -0.911 -1.987 1.042 0.15 -1.16 -0.10 0.3518
H -2.821 -2.121 1.674 1.83 0.21 -0.18 0.3002
H 0.638 1.511 -0.003 0.11 -0.60 -1.09 0.3275
H -0.060 1.325 2.015 0.08 0.07 1.04 0.2852
H 1.680 0.869 2.240 1.41 1.45 0.16 0.4167
H 0.643 -0.313 2.323 -1.26 -2.71 1.41 0.2805
```
Positions in Å, forces in eV/Å.

Values from the calculation:
orbital gap (spin up / spin down)	6.97 / 8.26	eV
total energy	-745.973480	hartree
LUMO level (spin up / spin down)	1.00 / -1.80	eV
HOMO (spin up / spin down)	-0.21940 / -0.36994	hartree
spin multiplicity	3

---

Formula: C9H14S
Source: the OMol25 dataset
Level of theory: wB97M-V/def2-TZVPD

XYZ file:
```
24
Properties=species:S:1:pos:R:3:forces:R:3:mulliken_charge:R:1
C 1.839 0.476 -3.484 1.07 1.99 1.81 -0.2244
C 1.516 0.437 -1.963 -0.23 -1.66 -1.53 -1.3353
S 2.828 -0.913 -4.103 -0.45 0.18 -0.20 0.1999
H 0.942 0.864 -4.040 0.92 -1.05 -0.26 0.4219
H 2.604 1.401 -3.479 -1.10 -2.12 -0.92 0.3538
H 1.280 1.434 -1.759 0.07 1.55 0.96 0.3870
H 2.581 -2.068 -3.339 -0.32 1.26 -0.19 0.2991
H 2.308 -0.021 -1.418 0.91 0.40 0.65 0.4595
H 0.664 -0.134 -1.676 -0.92 -0.56 -0.23 0.4302
C -3.264 0.346 2.017 0.85 2.66 -1.28 -1.2878
C 0.564 0.743 1.862 -1.51 -1.78 -0.29 -0.8844
C -0.764 1.003 2.036 -1.49 0.10 -0.96 -0.2805
C 0.870 -0.543 1.478 1.42 -0.59 -0.16 -0.2870
C -1.773 0.051 1.780 -0.24 1.05 -0.21 0.6085
C -0.071 -1.538 1.206 1.30 -0.78 -0.62 -0.7497
C -1.388 -1.177 1.280 -3.04 -2.12 0.23 0.0660
H 1.295 1.465 2.025 1.15 1.10 0.18 0.4892
H -1.051 2.022 2.072 -0.49 0.90 0.94 0.3321
H 1.930 -0.699 1.377 0.32 -0.74 -0.05 0.5029
H 0.244 -2.589 0.919 -0.40 1.53 0.33 0.3233
H -3.657 -0.501 2.508 -0.83 -0.59 0.82 0.3694
H -3.864 0.540 1.070 0.89 -0.52 0.88 0.2780
H -2.273 -1.932 1.050 2.13 1.43 0.42 0.2106
H -3.360 1.335 2.581 -0.01 -1.65 -0.33 0.3178
```
Positions in Å, forces in eV/Å.

Values from the calculation:
orbital gap (spin up / spin down)	7.19 / 2.15	eV
total energy	-749.122543	hartree
LUMO level (spin up / spin down)	-4.18 / -9.21	eV
HOMO (spin up / spin down)	-0.41811 / -0.41758	hartree
net charge	+1
spin multiplicity	2

---

Formula: C21H48BNO2
Source: the OMol25 dataset
Level of theory: wB97M-V/def2-TZVPD

XYZ file:
```
73
Properties=species:S:1:pos:R:3:forces:R:3:mulliken_charge:R:1
B -6.389 1.982 -1.301 0.13 0.50 0.17 0.2219
C -5.647 3.315 -1.669 -0.54 -0.72 0.21 -0.8004
C -4.419 3.388 -0.746 0.07 -0.01 -0.51 -0.2931
C -3.403 4.458 -1.146 0.33 -0.56 0.20 -0.8744
C -1.998 4.082 -0.631 -0.69 0.46 0.08 0.6882
C -1.140 5.279 -0.293 0.50 0.01 -0.43 -1.1784
C 0.336 4.961 0.025 -0.66 -0.14 0.15 -0.9704
C 0.619 3.702 0.877 0.36 0.36 -0.53 -0.7657
C 1.435 2.667 0.094 0.17 0.30 0.51 -0.2062
C 1.658 1.368 0.857 -0.24 -0.39 -0.05 -0.9870
C 0.515 0.326 0.854 -0.26 0.18 -0.05 -0.0856
C -0.509 0.404 -0.277 0.62 -0.21 0.04 -0.2227
C 0.040 0.031 -1.657 -0.64 -0.16 0.00 -0.6081
C -0.992 0.309 -2.779 0.74 -0.27 -0.06 -0.5305
C -0.483 1.020 -4.037 -0.42 0.54 0.16 -0.6841
C 0.473 2.191 -3.828 0.20 -0.66 -0.25 -0.8972
H -6.919 1.948 -0.230 -0.06 -0.23 -0.03 -0.0753
H -6.373 1.028 -2.012 -0.04 -0.08 0.03 -0.0728
H -6.314 4.150 -1.463 0.02 0.29 -0.13 0.2238
H -5.357 3.302 -2.715 0.19 0.31 -0.16 0.3080
H -4.736 3.509 0.286 0.01 0.02 0.20 0.3140
H -3.893 2.434 -0.809 0.09 -0.22 0.13 0.1749
H -3.694 5.437 -0.775 -0.14 0.20 -0.04 0.3663
H -3.370 4.473 -2.231 -0.05 0.37 -0.21 0.3801
H -1.523 3.493 -1.407 0.28 -0.37 -0.03 -0.3541
H -2.140 3.463 0.248 0.16 -0.28 0.19 0.2567
H -1.139 5.923 -1.174 0.00 0.23 -0.05 0.3035
H -1.594 5.876 0.492 -0.16 -0.06 0.32 0.4479
H 0.750 5.839 0.510 0.20 0.13 0.05 0.3464
H 0.853 4.859 -0.923 0.22 -0.06 -0.21 0.4401
H 1.249 4.019 1.701 -0.06 -0.12 0.44 0.4292
H -0.281 3.260 1.291 -0.23 -0.03 0.08 0.5124
H 1.032 2.532 -0.901 -0.25 -0.23 -0.25 -0.2066
H 2.414 3.123 -0.043 0.18 0.06 -0.23 0.4574
H 1.828 1.650 1.892 0.20 0.00 0.24 0.4294
H 2.578 0.889 0.534 0.14 -0.01 -0.24 0.4216
H 0.909 -0.688 0.845 0.32 -0.11 0.07 -0.3614
H -0.026 0.414 1.795 -0.17 0.02 0.14 0.4700
H -1.273 -0.336 -0.052 -0.39 0.07 0.09 0.6692
H -0.978 1.381 -0.274 -0.16 0.28 -0.16 -0.5079
H 0.199 -1.044 -1.627 0.31 -0.20 -0.02 0.3322
H 1.011 0.470 -1.852 0.12 0.30 -0.03 0.5396
H -1.839 0.845 -2.360 -0.14 0.26 0.08 0.1044
H -1.368 -0.654 -3.110 -0.35 -0.13 0.00 0.4097
H -1.359 1.414 -4.552 -0.16 -0.06 -0.15 0.3240
H -0.038 0.320 -4.736 0.22 -0.25 -0.02 0.3740
H 0.112 2.911 -3.106 -0.14 0.23 0.16 0.0013
H 1.442 1.822 -3.506 0.18 0.10 0.21 0.2989
H 0.640 2.672 -4.786 -0.01 0.31 -0.09 0.4511
C 0.122 -3.295 1.959 0.07 0.01 -0.09 -0.8305
O 1.423 -3.209 1.408 -0.13 -0.06 0.12 -0.3318
C 2.424 -2.821 2.343 0.19 0.12 -0.16 -0.6740
C 3.408 -3.947 2.570 -0.18 -0.18 0.01 -0.3216
N 2.784 -5.050 3.291 0.11 0.03 -0.11 -0.3224
C 3.605 -6.254 3.379 -0.20 0.01 0.08 -0.7086
C 3.925 -6.994 2.083 0.18 -0.12 0.09 -0.4695
O 2.799 -7.586 1.464 -0.01 0.12 -0.06 -0.4256
C 2.081 -6.752 0.572 -0.06 -0.19 0.04 -0.5320
H -0.569 -3.495 1.141 0.04 0.00 -0.03 0.2421
H 0.044 -4.108 2.689 -0.03 0.06 0.07 0.3613
H -0.163 -2.353 2.436 -0.04 -0.02 0.05 0.3623
H 1.976 -2.498 3.287 -0.04 -0.07 0.03 0.4051
H 2.958 -1.967 1.915 -0.02 0.01 0.02 0.3239
H 4.250 -3.571 3.158 0.02 -0.02 0.00 0.3948
H 3.791 -4.256 1.588 0.09 0.11 -0.02 0.2071
H 1.911 -5.285 2.835 -0.02 0.01 0.01 0.0893
H 3.082 -6.954 4.036 0.04 -0.03 0.00 0.3705
H 4.545 -5.997 3.876 0.02 0.03 -0.03 0.4073
H 4.593 -7.820 2.339 -0.02 -0.01 -0.01 0.3481
H 4.468 -6.365 1.368 -0.09 0.08 -0.02 0.3389
H 2.735 -6.029 0.077 0.00 0.05 0.03 0.2724
H 1.271 -6.221 1.079 0.04 0.11 -0.04 0.1657
H 1.633 -7.392 -0.189 0.02 -0.02 0.01 0.3125
```
Positions in Å, forces in eV/Å.

Values from the calculation:
orbital gap	9.21	eV
total energy	-1058.919804	hartree
LUMO level	0.50	eV
HOMO	-0.31987	hartree
SMILES string	BCCCCCCCCCCCCCCC.COCCNCCOC
spin multiplicity	1

---

Formula: C5H10ClNO
Source: the OMol25 dataset
Level of theory: wB97M-V/def2-TZVPD

XYZ file:
```
18
Properties=species:S:1:pos:R:3:forces:R:3:mulliken_charge:R:1
C -0.854 -2.089 0.211 -2.79 0.20 -0.23 -1.5434
C -0.447 -0.833 -0.438 -1.38 1.50 0.40 0.4406
O 0.914 -0.734 -0.158 1.27 0.22 -0.06 -0.3766
C 1.493 0.506 -0.509 -1.89 1.72 1.52 -0.6454
C 0.808 1.689 0.237 0.33 0.14 -1.07 -0.6199
N -0.590 1.626 -0.093 -0.01 0.15 -1.03 -0.3761
C -1.183 0.358 0.277 0.71 0.91 -0.88 -0.1825
Cl -2.924 0.362 -0.163 0.47 0.02 0.42 -0.1910
H -0.554 -2.224 1.211 0.76 0.14 1.18 0.4083
H -0.432 -2.789 -0.420 0.58 -2.23 -0.82 0.3865
H -1.970 -2.152 0.214 0.82 -0.27 -0.27 0.3980
H -0.751 -0.919 -1.545 0.76 0.72 1.29 0.1957
H 1.176 0.731 -1.508 0.99 -0.04 -1.15 0.3999
H 2.497 0.614 -0.155 0.96 -0.88 -0.76 0.3601
H 1.048 1.723 1.316 -0.10 -0.19 -0.13 0.3562
H 1.109 2.650 -0.249 0.45 -0.76 0.60 0.3934
H -0.995 2.487 0.226 -1.06 -0.28 0.27 0.2061
H -0.977 0.321 1.338 -0.87 -1.06 0.72 0.3900
```
Positions in Å, forces in eV/Å.

Values from the calculation:
orbital gap	9.98	eV
total energy	-786.656509	hartree
LUMO level	0.96	eV
HOMO	-0.33146	hartree
SMILES string	C[C@@H]1OCCN[C@H]1Cl
spin multiplicity	1